{"formula": "C25H32Cl2O23", "method": "ωB97M-V/def2-TZVPD", "species": ["O", "C", "C", "C", "O", "C", "O", "C", "C", "O", "H", "H", "H", "H", "O", "C", "C", "C", "O", "C", "O", "C", "C", "O", "H", "H", "H", "H", "O", "C", "C", "C", "O", "C", "O", "C", "C", "O", "H", "H", "H", "H", "O", "C", "C", "C", "O", "C", "O", "C", "C", "O", "H", "H", "H", "H", "Cl", "C", "Cl", "H", "H", "O", "H", "H", "O", "H", "H", "O", "H", "H", "O", "H", "H", "O", "H", "H", "O", "H", "H", "O", "H", "H"], "coordinates": [[-3.30633, -5.55885, -5.42763], [-3.86701, -5.04562, -4.45111], [-3.10396, -4.41262, -3.50131], [-3.50848, -3.75082, -2.41455], [-2.56547, -3.22133, -1.58113], [-4.97193, -3.70247, -2.04552], [-5.37198, -3.17305, -0.98559], [-5.82884, -4.34018, -3.02650], [-5.32719, -4.89944, -4.18086], [-6.15832, -5.40071, -5.15835], [-2.02559, -4.47008, -3.51590], [-2.98348, -2.75801, -0.85160], [-6.89704, -4.29179, -2.87480], [-5.65658, -5.82845, -5.85613], [1.27158, -1.08746, 5.16991], [2.32856, -1.76028, 5.26301], [2.72740, -2.72262, 4.21252], [3.88395, -3.38997, 4.20853], [4.19121, -4.18294, 3.19712], [4.89085, -3.31738, 5.28642], [5.95909, -3.98238, 5.38698], [4.57731, -2.25640, 6.23418], [3.41658, -1.59277, 6.26275], [3.24104, -0.57672, 7.14803], [2.05860, -2.85616, 3.37509], [5.11305, -4.44841, 3.16042], [5.29568, -2.12597, 7.03001], [2.33661, -0.25838, 7.19543], [-1.13915, -0.78060, 3.26000], [-0.80207, -0.50548, 2.09738], [0.43677, 0.26978, 1.80382], [0.84561, 0.66240, 0.54078], [2.00296, 1.28115, 0.35104], [0.04258, 0.35858, -0.66561], [0.27009, 0.89984, -1.72081], [-1.03664, -0.60244, -0.42193], [-1.29541, -1.01108, 0.86139], [-2.32656, -1.89861, 0.99560], [0.97643, 0.54626, 2.69753], [2.14199, 1.33920, -0.59706], [-1.58738, -1.01667, -1.25350], [-2.34777, -2.10721, 1.93242], [-1.57290, 3.62241, -3.70183], [-0.55189, 4.21086, -3.91654], [0.77681, 3.54666, -3.94751], [1.89620, 4.28952, -4.18154], [3.11079, 3.68404, -4.45606], [1.92048, 5.77110, -4.30316], [2.91159, 6.47922, -4.42622], [0.59566, 6.38850, -4.46602], [-0.50127, 5.67711, -4.20005], [-1.69173, 6.27565, -4.19148], [0.83640, 2.46941, -3.99618], [3.79196, 4.35966, -4.42226], [0.69092, 7.42622, -4.74967], [-2.33926, 5.58858, -4.01754], [0.10634, -2.66172, -5.06287], [-0.95910, -1.54638, -4.14415], [-1.04755, 0.03656, -4.94299], [-1.94848, -1.85468, -3.80625], [-0.40585, -1.33334, -3.22948], [-2.97138, -3.04852, 3.52002], [-3.23162, -3.96511, 3.42861], [-2.78833, -2.94298, 4.45361], [-0.27450, 1.54245, 5.06604], [-0.43063, 0.71066, 4.61885], [-0.30052, 2.19815, 4.36919], [-3.17893, 1.23610, 3.58559], [-2.87412, 2.08675, 3.26979], [-2.37735, 0.73668, 3.74141], [1.71855, 3.84365, -0.70866], [0.83813, 4.21888, -0.69123], [1.78250, 3.34370, 0.10509], [3.06371, 1.83114, -2.17030], [2.49705, 2.54201, -2.46994], [3.18543, 1.27934, -2.94292], [3.34822, 2.90853, 2.73027], [4.03185, 3.06478, 3.38178], [3.27332, 1.95535, 2.68486], [0.82789, 3.85923, 2.06665], [1.59063, 3.44368, 2.46886], [0.74998, 4.70192, 2.51390]], "e_tot_ev": -98577.0912, "max_force_ha_per_bohr": 0.10802, "homo_energy_ev": -9.576, "total_charge": 0}

{"formula": "C9H20N2O", "method": "ωB97M-V/def2-TZVPD", "species": ["C", "C", "C", "C", "C", "C", "C", "C", "C", "N", "N", "O", "H", "H", "H", "H", "H", "H", "H", "H", "H", "H", "H", "H", "H", "H", "H", "H", "H", "H", "H", "H"], "coordinates": [[-1.17983, -1.19610, 1.55728], [-0.66898, -1.58116, 0.15552], [-1.32428, 0.29356, 1.55668], [-0.90812, -0.33131, -0.71181], [-1.78376, 0.62269, 0.12916], [-1.01797, -0.46268, -2.16432], [-1.81375, 2.10433, -0.25341], [2.80249, -0.58917, -1.17416], [2.50508, 0.06394, 1.20323], [1.08326, 0.92598, -0.43706], [2.01794, 0.09826, -0.15158], [-3.11103, 0.16598, -0.07690], [-2.29702, -1.64938, 1.73461], [-0.47347, -1.44617, 2.38472], [0.47436, -1.80534, 0.03374], [-1.08874, -2.58884, -0.26810], [-2.14684, 0.77194, 2.24546], [-0.39563, 0.78900, 1.58655], [-1.58341, -1.46934, -2.51910], [-0.01356, -0.46213, -2.65793], [-1.61566, 0.31366, -2.59217], [-1.98421, 2.78268, 0.60877], [-2.43360, 2.16480, -1.04224], [-0.72991, 2.36385, -0.58555], [2.40232, -1.59523, -1.45011], [2.84924, 0.10324, -2.08549], [3.87401, -0.64649, -0.76790], [3.64665, -0.04440, 1.16378], [2.17328, 1.01524, 1.73729], [2.08780, -0.84913, 1.79912], [1.01608, 1.10805, -1.38481], [-3.64001, 0.61346, 0.57407]], "e_tot_ev": -14679.9457, "max_force_ha_per_bohr": 0.11499, "relative_energy_ev": 5.112, "homo_energy_ev": [-6.804, -6.732], "total_charge": 0}